1.
DFT (the ωB97M-V functional and the def2-TZVPD basis) results for 12 unconnected molecules or ions with the total composition C18H58N2O12 in a non-equilibrium geometry.

The value obtained for the largest force on an atom is 3.0 eV/A. The structure (SMILES) is CC1(C)CCCC(C)(C)N1O.CC1(C)CCCC(C)(C)N1O.O.O.O.O.O.O.O.O.O.O. The energy relative to the best compared isomer or geometry (same formula, charge and spin) is 0.0000 eV. The calculation puts the orbital gap at 8.229 eV.

XYZ file:
```
90
Properties=species:S:1:pos:R:3:forces:R:3
O 1.4037 2.7991 2.4007 -0.36 0.27 0.20
H 0.7846 2.0715 2.5698 -0.13 -0.13 0.37
H 0.8643 3.5950 2.4798 -0.05 -0.07 0.05
O -0.2209 0.3245 2.6882 0.31 0.26 -0.22
H -0.1878 0.4111 1.7260 -0.33 -0.18 -0.05
H -0.8463 -0.3893 2.8431 -0.04 0.03 0.04
O 5.2976 -1.5064 -0.1542 -0.06 -0.21 0.30
H 5.6929 -1.5127 -1.0300 -0.04 0.05 -0.03
H 4.5875 -0.8589 -0.2206 0.07 0.14 -0.20
O 3.6764 0.7426 -1.4659 0.09 -0.14 -0.22
H 3.3614 0.8194 -0.5573 -0.25 0.13 0.37
H 3.7858 1.6498 -1.7635 0.05 0.02 0.06
O 6.0452 3.3517 0.2113 0.26 -0.04 0.24
H 5.2939 3.1565 0.7833 -0.26 0.08 -0.23
H 5.6406 3.6510 -0.6062 -0.04 -0.04 -0.02
O 3.1286 3.7119 0.4613 -0.10 0.12 0.19
H 2.4624 3.4693 1.1344 0.29 -0.11 -0.38
H 3.2136 4.6686 0.5289 0.03 -0.01 -0.05
O 3.9549 2.1519 4.5474 0.07 0.01 0.01
H 4.5149 1.7958 3.8402 -0.06 0.09 0.12
H 3.4504 2.8543 4.1282 -0.11 -0.04 -0.02
O 2.8886 0.5754 1.4354 0.01 -0.06 -0.19
H 3.7452 0.8056 1.8420 -0.24 0.11 -0.23
H 2.3029 1.3246 1.6218 0.42 -0.27 -0.03
O 3.9874 -2.1953 2.7871 0.01 0.08 -0.01
H 4.1502 -2.4355 1.8673 0.12 0.08 -0.03
H 3.3299 -1.4912 2.7413 -0.07 0.03 -0.07
O 5.4406 1.1024 2.3412 0.44 -0.20 0.29
H 6.2426 1.5983 2.1354 -0.07 0.03 -0.21
H 5.7536 0.2238 2.6008 -0.12 -0.07 -0.09
C 0.2344 1.1568 -1.4535 -0.98 0.78 -0.71
C -0.8877 2.2251 -1.5219 0.27 -0.21 -0.19
C -1.0448 2.6024 -3.0134 0.12 1.09 -0.39
C -2.3298 3.3620 -3.3178 -0.15 -1.09 -0.07
C -3.4843 2.4520 -2.9451 -0.09 0.71 0.41
C -3.4845 2.0869 -1.4472 -0.25 0.02 0.08
N -2.1372 1.6092 -1.0576 -0.21 0.03 -1.50
O -2.0760 1.0653 0.2498 -0.09 0.18 -0.47
C -3.9603 3.3050 -0.6040 0.96 0.40 -0.02
C -4.4949 0.9534 -1.2647 -0.35 -0.70 1.11
C -0.4512 3.5184 -0.8005 -0.52 -0.13 0.38
H 0.3648 0.8369 -0.4234 0.41 -0.19 -0.15
H 1.1268 1.5493 -1.9399 0.26 0.10 0.55
H -0.0912 0.3544 -2.1152 -0.02 -0.39 0.47
H -0.2465 3.3041 -3.2735 0.36 -0.29 0.17
H -0.9374 1.7731 -3.7148 -0.14 -0.34 0.34
H -2.4603 3.5378 -4.3873 0.46 0.38 0.00
H -2.3424 4.3058 -2.7733 -0.17 0.07 -0.13
H -3.4599 1.5556 -3.5668 0.13 -0.11 0.10
H -4.3990 2.9917 -3.2064 -0.29 -0.27 0.32
H -3.4948 3.3006 0.3837 -0.40 -0.47 0.20
H -3.5639 4.2413 -1.0076 -0.15 -0.04 -0.34
H -5.0405 3.4166 -0.5357 0.00 -0.18 0.05
H -5.5091 1.3536 -1.2575 0.00 0.00 -0.17
H -4.4796 0.0827 -1.9245 0.43 0.48 -0.66
H -4.3671 0.4598 -0.2957 -0.09 0.45 0.22
H -1.2301 4.2796 -0.8781 0.15 0.14 -0.32
H 0.4815 3.8522 -1.2530 -0.01 0.21 0.15
H -0.3129 3.4198 0.2785 0.17 -0.45 -0.03
H -2.2723 0.1461 0.0162 0.29 -0.22 0.49
C 1.1611 -2.1125 -0.0574 -1.13 0.01 -0.51
C 0.0856 -3.2223 0.0148 -1.74 0.08 -0.38
C 0.0807 -3.8039 1.4325 1.28 -0.57 1.15
C -1.0563 -4.7310 1.7899 -1.07 -0.42 -0.89
C -2.3777 -4.0449 1.6155 -0.10 1.18 -1.05
C -2.5493 -3.4041 0.2051 0.90 -0.43 -0.28
N -1.3147 -2.6503 -0.1740 0.12 0.86 2.82
O -1.5247 -1.7519 -1.2325 0.56 -1.25 -0.26
C -2.8714 -4.4923 -0.8763 0.02 0.92 0.43
C -3.7128 -2.4519 0.3443 -0.67 -0.24 0.26
C 0.2651 -4.2915 -1.0576 1.69 -1.00 -0.78
H 0.9500 -1.3293 0.6705 -0.09 -0.06 0.04
H 1.0831 -1.6681 -1.0504 0.36 0.13 0.02
H 2.1777 -2.4544 0.1291 -0.11 -0.37 -0.12
H 0.9411 -4.4546 1.6331 0.46 0.26 -0.75
H 0.2942 -3.0071 2.1511 -0.68 0.25 -0.01
H -1.0913 -5.1537 2.7944 0.85 -0.03 -0.02
H -0.9604 -5.5338 1.0515 -0.22 -0.41 0.39
H -2.3617 -3.2434 2.3609 -0.36 0.16 -0.08
H -3.2989 -4.6143 1.7494 0.28 -0.44 0.32
H -2.6147 -4.0227 -1.8272 -0.04 -0.40 -0.25
H -2.2972 -5.4021 -0.7236 0.02 0.00 -0.14
H -3.9342 -4.7295 -0.9190 0.01 -0.07 0.14
H -3.9250 -1.8295 -0.5230 0.16 -0.01 0.05
H -4.5865 -3.0812 0.5360 -0.16 0.10 -0.18
H -3.6144 -1.8751 1.2650 0.20 0.45 -0.25
H 1.3295 -4.3903 -1.3030 0.08 -0.08 0.24
H -0.1576 -4.1763 -2.0602 -0.41 0.84 0.23
H -0.0523 -5.3023 -0.7999 -0.09 0.14 0.46
H -1.4621 -2.3381 -2.0062 -0.11 0.52 -0.44
```
Forces are in eV/Å.

---

2.
DFT (the ωB97M-V functional and the def2-TZVPD basis) results for 12 unconnected molecules or ions with the total composition C18H58N2O12 in a non-equilibrium geometry.

As for the net charge: +1. The value obtained for the largest force on an atom is 4.0 eV/A. The spin multiplicity is 2. The calculation puts the orbital gap (spin up / spin down) at 8.229 / 3.825 eV.

XYZ file:
```
90
Properties=species:S:1:pos:R:3:forces:R:3
C -3.0949 -4.1600 2.1125 -1.27 1.48 2.08
C -1.6414 -3.9036 2.5828 -1.26 -2.08 -2.01
C -0.9553 -4.2314 1.2890 3.30 1.34 -1.84
C 0.5745 -4.0102 1.3975 -0.99 0.50 0.17
C 0.7580 -2.4511 1.6500 -0.19 -2.33 0.11
C -0.0683 -1.8507 2.8281 1.80 2.14 -1.04
N -1.4064 -2.4638 2.9585 0.74 -2.13 2.15
O -2.0454 -2.1883 4.1526 0.20 -0.72 -1.81
C 0.7859 -1.9988 4.1278 -0.39 -0.21 0.34
C -0.1724 -0.2945 2.4778 -0.48 -1.01 0.27
C -1.3272 -4.9920 3.6437 0.03 0.98 2.19
H -3.7516 -3.8769 2.9351 -0.24 -0.38 0.34
H -3.2452 -5.2247 1.9335 0.14 0.30 -0.31
H -3.4651 -3.4801 1.3453 0.54 -0.41 -0.60
H -1.1273 -5.1863 0.7922 -0.59 -0.25 0.93
H -1.2338 -3.5143 0.5168 -0.56 0.16 0.00
H 1.1295 -4.3487 0.5225 -0.25 0.46 -0.38
H 0.9218 -4.7367 2.1322 0.41 0.67 0.74
H 0.4752 -1.9178 0.7424 0.07 -0.17 -0.18
H 1.8274 -2.3453 1.8323 -0.12 0.70 0.26
H 1.0033 -3.0593 4.2549 -0.18 0.03 0.46
H 1.7533 -1.4979 4.0909 -0.08 0.15 -0.91
H 0.3524 -1.5104 5.0005 -0.47 -0.50 0.00
H -0.7525 -0.1394 1.5681 -0.12 -0.10 -0.03
H -0.6001 0.2955 3.2884 0.13 -0.05 0.06
H 0.8370 0.0653 2.2787 -0.12 -0.08 0.29
H -0.5496 -4.7210 4.3578 0.37 0.30 -0.30
H -1.0613 -6.0053 3.3428 -0.14 0.37 -0.99
H -2.1671 -5.1019 4.3296 -0.34 0.02 -0.23
H -2.3937 -1.2995 4.0514 -0.01 0.91 0.28
C -3.2783 0.1426 -3.3527 0.75 -0.02 0.81
C -1.7486 0.2745 -2.8680 -2.46 -2.73 -0.56
C -1.4941 -0.8988 -1.8233 0.78 0.36 -0.68
C -1.3006 -2.3098 -2.3727 -0.63 0.85 -0.34
C -0.4394 -2.4162 -3.6005 -0.83 0.69 -0.11
C -0.7470 -1.3172 -4.7012 -0.44 -1.77 1.24
N -0.8451 0.0087 -4.0203 1.58 -0.82 0.89
O -0.9425 0.9679 -5.0331 -0.75 0.24 0.57
C 0.4981 -1.3238 -5.5374 0.45 0.59 -0.78
C -1.9775 -1.7770 -5.5931 0.41 -0.33 0.99
C -1.5041 1.5976 -2.1787 -0.14 0.14 -0.44
H -3.5791 -0.8598 -3.6572 0.55 -0.07 -0.25
H -3.5037 0.8296 -4.1684 -0.14 0.13 0.12
H -3.9577 0.3152 -2.5180 0.07 0.60 0.06
H -0.5866 -0.6123 -1.2919 0.22 0.12 0.25
H -2.2687 -1.0985 -1.0828 -0.35 1.12 0.11
H -2.3116 -2.6472 -2.6008 0.00 -0.59 0.16
H -0.8338 -2.8697 -1.5623 -0.37 -0.50 -0.01
H -0.6343 -3.4030 -4.0206 0.44 -0.02 -0.28
H 0.5813 -2.3527 -3.2234 0.31 0.10 -0.61
H 0.3921 -0.6217 -6.3645 0.33 0.20 0.12
H 1.3333 -1.0772 -4.8820 0.15 0.27 -0.32
H 0.7111 -2.2845 -6.0061 -0.26 -0.22 0.26
H -1.7058 -2.5569 -6.3045 0.63 0.45 -0.37
H -2.6922 -2.3622 -5.0144 -0.38 0.58 0.37
H -2.4663 -0.9542 -6.1148 -0.03 -0.14 -0.01
H -0.4469 1.6173 -1.9140 0.00 0.48 0.06
H -2.1316 1.7218 -1.2961 0.13 -0.48 0.25
H -1.8113 2.4542 -2.7786 0.52 -0.03 -0.34
H -1.8640 0.8102 -5.2513 -0.44 0.81 -1.04
O 1.9542 5.5256 -1.7134 0.10 0.13 0.30
H 2.0056 4.5706 -1.6742 -0.30 -0.36 -0.06
H 2.6600 5.7797 -2.3080 0.20 0.16 -0.35
O 0.5922 5.6704 2.2658 -0.05 0.14 0.09
H 0.6881 6.6083 2.4311 0.00 0.40 -0.06
H 0.3648 5.2985 3.1180 -0.03 -0.26 0.33
O 3.5650 1.3454 2.3741 0.08 -0.57 0.19
H 4.2900 1.9591 2.2558 0.28 0.29 0.01
H 3.0565 1.4161 1.5662 0.06 0.17 -0.42
O -0.7995 5.0775 0.0406 -0.67 0.07 -0.82
H -0.6230 4.1396 -0.0336 0.19 -0.20 0.09
H -0.3973 5.3324 0.8709 0.24 0.03 0.38
O 2.9960 4.6682 3.2457 0.24 -0.13 0.68
H 2.5768 5.3860 2.7709 0.00 0.11 -0.37
H 3.2372 4.0393 2.5657 0.05 -0.08 -0.09
O 1.5489 2.0095 4.0101 -0.94 -0.33 0.73
H 2.2136 1.7840 3.3593 0.71 0.07 -0.14
H 0.8266 2.3745 3.4989 -0.08 0.31 -0.15
O 2.1477 0.6396 0.0981 0.19 -0.58 -0.40
H 1.9049 0.5660 -0.8248 -0.02 -0.03 -0.55
H 2.3804 -0.2521 0.3570 0.18 -0.34 0.19
O 3.0983 6.2709 0.7601 0.54 0.06 0.52
H 2.6282 5.9503 -0.0096 -0.74 -0.02 -0.71
H 3.2232 7.2051 0.5931 0.15 0.26 0.01
O 4.0212 3.6734 0.6546 -0.18 -0.79 -0.09
H 4.0911 4.6245 0.5732 0.05 0.95 0.28
H 4.0584 3.3520 -0.2463 0.18 -0.23 -0.23
O 0.9314 2.8098 0.7692 -0.71 0.35 0.07
H 1.2299 1.9886 0.3783 -0.07 -0.10 0.23
H 1.7247 3.3394 0.8500 0.34 0.43 0.17
```
Forces are in eV/Å.

---

3.
DFT (the ωB97M-V functional and the def2-TZVPD basis) results for a molecular structure, C18H58O11 in a non-equilibrium geometry.

The value obtained for the largest force on an atom is 13.8 eV/A. The energy relative to the best compared isomer or geometry (same formula, charge and spin) is 30.6317 eV. The calculation puts the orbital gap at 7.688 eV.

XYZ file:
```
87
Properties=species:S:1:pos:R:3:forces:R:3
C 10.8895 18.4469 10.1760 0.90 0.57 0.40
C 10.4232 19.5655 11.0668 1.57 1.91 -2.16
C 11.1623 20.9161 10.8964 0.40 -1.13 -0.66
O 9.0672 19.8538 10.9165 1.24 -3.39 -5.38
H 11.9395 18.2339 10.3762 -1.71 1.29 -0.05
H 10.8771 18.5977 9.0966 -0.88 1.22 2.53
H 10.4237 17.4994 10.4470 0.97 0.82 -1.41
H 10.6660 19.3495 12.1073 -1.11 -0.09 -1.67
H 12.2481 20.8282 10.8602 0.07 -0.07 0.35
H 10.8180 21.5335 11.7261 2.14 -2.65 -1.57
H 10.8961 21.5012 10.0161 -0.29 -1.07 -0.08
H 8.9572 20.6718 11.4068 1.26 -2.49 -0.39
C 11.3986 23.0084 8.4268 -1.77 -1.14 -1.56
C 10.4865 22.1215 7.4719 0.71 -0.28 1.41
O 9.1806 22.7044 7.5328 0.51 0.35 -0.39
H 10.9075 22.9226 9.3961 0.34 0.22 -1.26
H 11.3096 24.0230 8.0386 0.39 0.09 0.18
H 12.4203 22.6424 8.5282 -0.02 0.09 -0.22
H 10.3865 21.1038 7.8493 0.20 -0.16 0.63
H 10.9290 21.9012 6.5005 -0.23 0.98 -0.50
H 8.6328 22.3866 6.8113 0.05 -0.12 -0.06
C 7.2903 19.7044 13.2918 -2.09 -0.97 1.72
C 8.7782 19.3401 13.2744 -2.23 1.90 2.79
O 9.3797 20.4682 13.8240 3.11 -2.60 6.12
H 6.9573 20.5989 12.7655 0.52 -0.15 0.23
H 6.8954 19.7730 14.3055 0.33 0.43 0.34
H 6.6612 18.9079 12.8945 -0.62 0.74 0.69
H 8.9715 19.1235 12.2238 -0.35 0.15 2.33
H 9.1475 18.5656 13.9467 -1.75 1.70 0.14
H 9.5003 21.0774 13.0919 1.57 -2.91 4.08
C 8.5620 16.8587 10.8945 -1.47 0.56 -0.46
C 7.4133 17.8411 11.1736 1.20 -1.11 -1.94
O 6.2467 17.1311 10.8554 -1.34 -0.64 0.36
H 8.4240 16.0123 11.5673 -0.55 -0.26 -0.71
H 9.4771 17.3481 11.2279 -2.77 -1.16 -1.58
H 8.6943 16.5308 9.8635 -0.54 -0.01 -0.14
H 7.4923 18.7015 10.5090 -0.17 -0.18 0.04
H 7.5049 18.2434 12.1825 -0.10 -1.87 -1.52
H 5.4833 17.4659 11.3317 -0.04 0.17 0.06
C 10.9283 17.6462 7.6638 -0.73 -1.16 -1.17
C 11.3042 17.3490 6.2408 -0.19 1.25 -0.57
O 12.3596 18.2570 5.8344 -0.12 -1.19 -0.02
H 10.6827 18.7057 7.7373 0.03 -0.12 -0.90
H 11.6553 17.4635 8.4551 -0.22 -0.92 -1.07
H 10.0202 17.1095 7.9381 -0.06 -0.10 0.04
H 10.4570 17.6603 5.6298 -0.09 -0.40 -0.16
H 11.5702 16.3184 6.0057 -0.04 -0.08 0.13
H 13.1100 17.8112 6.2341 0.62 0.53 -0.31
C 13.3905 19.2080 8.3421 0.31 1.38 2.05
C 13.9767 19.2585 9.7320 1.54 0.24 0.42
O 15.0297 18.3333 9.8550 1.37 -0.59 -0.02
H 12.9973 18.2150 8.1242 0.60 0.88 -0.05
H 14.1075 19.6182 7.6310 -0.22 -0.25 -0.22
H 12.6426 19.9525 8.6149 -0.99 0.02 -1.53
H 13.3066 18.9748 10.5435 0.21 1.41 -0.94
H 14.4027 20.2137 10.0393 -0.33 0.61 -0.44
H 15.7615 18.6782 9.3380 0.17 -0.17 0.00
C 8.1134 21.9067 11.2165 -2.08 3.29 -1.53
O 8.9674 21.5072 12.2651 -11.29 4.08 -6.60
H 8.5995 21.8904 10.2410 0.30 0.40 -0.01
H 7.2903 21.2094 11.0602 -0.05 0.24 0.46
H 7.7404 22.9152 11.3950 -0.22 0.00 0.14
H 9.5675 22.2406 12.4187 -2.87 0.39 -0.53
C 11.9273 19.6439 13.8488 -0.27 1.46 0.12
O 13.2469 19.8263 13.3796 1.32 -0.59 -0.10
H 11.7074 18.8310 14.5410 0.63 0.41 0.10
H 11.5704 20.6056 14.2175 -0.08 -0.12 0.22
H 11.3840 19.4153 12.9319 1.20 0.33 2.09
H 13.8542 19.9242 14.1166 0.00 -0.04 0.06
C 9.9934 17.2039 12.8994 2.39 -2.38 1.56
O 11.2680 17.1833 13.5132 -3.22 -0.36 6.45
H 9.7228 16.3251 12.3140 1.48 -0.47 1.67
H 9.2779 17.3597 13.7068 0.37 -1.68 -0.92
H 9.9993 18.0163 12.1728 0.29 -1.06 1.87
H 11.9287 17.2137 12.8174 -1.21 3.58 1.62
C 11.2337 23.6710 11.4831 -0.56 1.43 -1.82
O 10.4412 22.7797 12.2744 8.59 10.46 2.57
H 10.7575 23.7681 10.5074 -0.39 0.40 0.92
H 11.2032 24.6702 11.9175 0.40 -0.20 0.21
H 12.2196 23.3207 11.1775 0.12 -0.34 1.02
H 10.6253 23.1243 13.1512 0.00 -0.13 0.98
C 13.2024 17.0672 10.9875 1.86 -2.86 -0.03
O 12.0640 16.7146 11.7600 3.45 -2.35 -7.13
H 13.8408 17.7940 11.4898 -0.34 -0.41 0.32
H 13.8008 16.1770 10.7938 0.25 -0.23 0.38
H 12.9975 17.3936 9.9679 -0.13 -0.88 0.73
H 12.3385 16.2170 12.5338 0.77 -2.45 -0.70
```
Forces are in eV/Å.